{"formula": "C3H8NO", "method": "the ωB97M-V functional and the def2-TZVPD basis", "elements": ["C", "O", "H", "H", "H", "C", "C", "N", "H", "H", "H", "H", "H"], "positions_angstrom": [[1.98, -1.33, -0.39], [1.02, -0.94, -1.34], [2.39, -0.43, 0.10], [2.80, -1.78, -0.97], [1.66, -2.13, 0.30], [-2.00, 1.69, -0.18], [-1.28, 0.93, 0.71], [-0.40, -0.04, 0.50], [-1.85, 1.64, -1.26], [-2.71, 2.46, 0.08], [-1.73, 1.00, 1.72], [-0.06, -0.46, 1.35], [0.18, -0.60, -0.62]], "mulliken_charge": [-0.611, -0.676, 0.218, 0.229, 0.202, -0.948, -0.072, -0.548, 0.249, 0.253, 0.189, 0.119, 0.396], "relative_energy_kj_mol": 72.94, "total_charge": -1, "e_tot_ev": -6777.2361, "homo_lumo_gap_ha": 0.253, "lumo_ha": 0.1635}



{"formula": "C3H8NO", "method": "the ωB97M-V functional and the def2-TZVPD basis", "elements": ["C", "O", "H", "H", "H", "C", "C", "N", "H", "H", "H", "H", "H"], "positions_angstrom": [[1.92, 1.38, -0.83], [0.83, 1.63, 0.00], [1.77, 0.45, -1.40], [2.03, 2.19, -1.56], [2.86, 1.30, -0.25], [-2.14, -1.18, -0.31], [-1.16, -1.36, 0.63], [0.10, -0.88, 0.59], [-1.91, -0.61, -1.20], [-3.12, -1.62, -0.14], [-1.46, -1.95, 1.50], [0.61, -1.22, 1.40], [0.50, 0.72, 0.31]], "mulliken_charge": [-0.585, -0.572, 0.250, 0.205, 0.188, -0.958, -0.058, -0.712, 0.232, 0.256, 0.222, 0.080, 0.452], "relative_energy_kj_mol": 34.66, "total_charge": -1, "e_tot_ev": -6777.6328, "homo_lumo_gap_ha": 0.236, "lumo_ha": 0.1612}



{"formula": "C3H8NO", "method": "the ωB97M-V functional and the def2-TZVPD basis", "elements": ["C", "O", "C", "C", "N", "H", "H", "H", "H", "H", "H", "H", "H"], "positions_angstrom": [[0.92, 0.51, -0.36], [0.55, 1.78, -0.63], [-0.12, -0.25, 0.50], [0.17, -1.74, 0.53], [-1.48, 0.08, 0.03], [1.02, -0.10, -1.31], [1.92, 0.38, 0.13], [-0.08, 0.13, 1.51], [-0.59, -2.26, -0.04], [0.10, -2.25, 1.50], [1.16, -1.95, 0.11], [-1.79, -0.64, -0.61], [-1.31, 0.93, -0.49]], "mulliken_charge": [-0.640, -0.891, 0.363, -1.078, -0.749, 0.179, 0.228, 0.226, 0.270, 0.275, 0.294, 0.214, 0.309], "relative_energy_kj_mol": 12.87, "total_charge": -1, "e_tot_ev": -6777.8586, "homo_lumo_gap_ha": 0.248, "lumo_ha": 0.1619, "smiles": "C[C@H](N)C[O-]"}



{"formula": "C3H8NO", "method": "the ωB97M-V functional and the def2-TZVPD basis", "elements": ["C", "O", "C", "H", "H", "H", "H", "H", "C", "N", "H", "H", "H"], "positions_angstrom": [[0.39, -0.84, -1.54], [1.09, -0.38, -0.48], [-0.72, -1.82, -1.08], [1.03, -1.47, -2.22], [-0.08, -0.05, -2.18], [-1.37, -2.23, -1.89], [-1.42, -1.36, -0.36], [-0.23, -2.65, -0.56], [-0.60, 1.28, 1.35], [-0.04, 2.17, 2.09], [-1.69, 1.39, 1.35], [-0.05, 0.58, 0.69], [0.87, 1.79, 2.36]], "mulliken_charge": [-0.364, -0.918, -0.912, 0.242, 0.205, 0.341, 0.212, 0.210, -0.059, -0.635, 0.277, 0.157, 0.244], "relative_energy_kj_mol": 111.92, "total_charge": -1, "e_tot_ev": -6776.8320, "homo_lumo_gap_ha": 0.265, "lumo_ha": 0.1687}



{"formula": "C3H8NO", "method": "the ωB97M-V functional and the def2-TZVPD basis", "elements": ["C", "N", "C", "C", "O", "H", "H", "H", "H", "H", "H", "H", "H"], "positions_angstrom": [[-0.23, -0.75, -1.67], [-0.69, 0.23, -0.67], [-0.44, -0.17, 0.70], [0.62, 0.79, 1.37], [0.80, 1.96, 0.72], [-0.54, -0.32, -2.61], [-0.69, -1.72, -1.42], [0.84, -0.95, -1.60], [-0.18, 1.11, -0.81], [-0.02, -1.17, 0.72], [-1.32, -0.13, 1.35], [1.58, 0.21, 1.48], [0.28, 0.91, 2.44]], "mulliken_charge": [-0.897, -0.424, -0.481, -0.231, -0.920, 0.321, 0.309, 0.287, 0.259, 0.201, 0.292, 0.121, 0.163], "relative_energy_kj_mol": 66.92, "total_charge": -1, "e_tot_ev": -6777.2984, "homo_lumo_gap_ha": 0.242, "lumo_ha": 0.1605, "smiles": "CNCC[O-]"}



{"formula": "C3H8NO", "method": "the ωB97M-V functional and the def2-TZVPD basis", "elements": ["C", "O", "H", "H", "H", "C", "C", "N", "H", "H", "H", "H", "H"], "positions_angstrom": [[-0.98, -1.94, 0.53], [-0.47, -1.89, -0.82], [-0.52, -1.12, 1.08], [-0.87, -2.94, 0.92], [-2.05, -1.70, 0.45], [1.18, 1.86, 0.56], [0.34, 1.66, -0.58], [0.22, 0.61, -1.32], [1.98, 1.28, 0.99], [1.01, 2.73, 1.20], [-0.48, 2.37, -0.64], [1.06, 0.03, -1.30], [-0.43, -0.95, -1.08]], "lowdin_spin": [0.000, 0.017, 0.000, 0.000, 0.000, 0.537, 0.048, 0.334, 0.029, 0.032, -0.005, 0.005, 0.002], "relative_energy_kj_mol": 65.93, "spin_multiplicity": 2, "e_tot_ev": -6775.3835, "s_squared": 0.7805, "homo_lumo_gap_ha": [0.382, 0.301], "lumo_ha": [0.0347, -0.0552]}



{"formula": "C3H8NO", "method": "the ωB97M-V functional and the def2-TZVPD basis", "elements": ["C", "N", "H", "H", "H", "H", "O", "C", "C", "H", "H", "H", "H"], "positions_angstrom": [[-2.42, 0.58, 1.44], [-1.42, -0.21, 1.44], [-3.18, 0.56, 0.66], [-2.73, 0.91, 2.43], [-0.91, -0.65, 2.20], [-1.02, -0.45, 0.50], [0.55, -0.71, -0.23], [0.91, -0.04, -1.19], [2.32, 0.34, -1.48], [0.16, 0.15, -1.97], [2.85, -0.34, -2.13], [2.82, 0.60, -0.55], [2.20, 1.28, -2.03]], "mulliken_charge": [-0.068, -0.061, 0.274, 0.286, 0.293, 0.294, -0.614, 0.263, -0.945, 0.359, 0.323, 0.278, 0.318], "relative_energy_kj_mol": 110.00, "total_charge": 1, "e_tot_ev": -6770.0296, "homo_lumo_gap_ha": 0.325, "lumo_ha": -0.2050}



{"formula": "C3H8NO2", "method": "the ωB97M-V functional and the def2-TZVPD basis", "elements": ["N", "C", "C", "O", "C", "O", "H", "H", "H", "H", "H", "H", "H", "H"], "positions_angstrom": [[0.86, -1.19, 0.27], [-0.29, -0.34, -0.17], [-0.57, 0.69, 0.87], [-0.54, 0.18, 2.22], [0.06, 0.41, -1.49], [-0.72, 1.46, -1.78], [1.53, -0.72, 0.84], [1.28, -1.62, -0.55], [-1.12, -1.05, -0.23], [-1.55, 1.10, 0.68], [0.13, 1.54, 0.83], [-0.28, -0.74, 2.15], [0.09, -0.39, -2.29], [1.14, 0.68, -1.35]], "mulliken_charge": [-0.711, 0.341, -0.504, -0.561, -0.705, -0.861, 0.210, 0.226, 0.229, 0.285, 0.280, 0.358, 0.223, 0.191], "relative_energy_kj_mol": 253.58, "total_charge": -1, "e_tot_ev": -8825.1641, "homo_lumo_gap_ha": 0.238, "lumo_ha": 0.1491, "smiles": "N[C@H](C[O-])CO"}



{"formula": "C3H8NO2", "method": "the ωB97M-V functional and the def2-TZVPD basis", "elements": ["C", "O", "C", "C", "O", "N", "H", "H", "H", "H", "H", "H", "H", "H"], "positions_angstrom": [[1.45, 0.12, -0.50], [1.49, 1.41, -0.80], [0.00, -0.42, -0.22], [-0.41, -0.19, 1.22], [-1.83, -0.29, 1.42], [-0.96, 0.29, -1.11], [2.08, -0.12, 0.40], [1.82, -0.57, -1.31], [-0.03, -1.48, -0.49], [0.11, -0.90, 1.87], [-0.08, 0.81, 1.49], [-2.18, -0.50, 0.55], [-1.09, 1.20, -0.66], [-0.36, 0.63, -1.87]], "mulliken_charge": [-0.667, -0.868, 0.210, -0.679, -0.540, -0.878, 0.246, 0.255, 0.286, 0.299, 0.331, 0.372, 0.284, 0.350], "relative_energy_kj_mol": 238.79, "total_charge": -1, "e_tot_ev": -8825.3174, "homo_lumo_gap_ha": 0.249, "lumo_ha": 0.1516, "smiles": "N[C@@H](C[O-])CO"}



{"formula": "C3H8NO2", "method": "the ωB97M-V functional and the def2-TZVPD basis", "elements": ["C", "O", "H", "H", "H", "C", "C", "N", "O", "H", "H", "H", "H", "H"], "positions_angstrom": [[-2.13, -0.63, -2.06], [-1.57, 0.22, -1.08], [-2.29, 0.00, -2.96], [-1.41, -1.44, -2.29], [-3.15, -0.96, -1.71], [0.64, 1.43, 0.89], [1.12, -0.01, 0.98], [0.47, -0.79, 0.09], [2.07, -0.25, 1.76], [0.79, 1.77, -0.17], [1.26, 2.00, 1.60], [-0.43, 1.64, 1.10], [0.91, -1.70, 0.03], [-0.68, -0.28, -0.63]], "mulliken_charge": [-0.572, -0.630, 0.149, 0.264, 0.154, -0.850, 0.413, -0.556, -0.764, 0.188, 0.306, 0.218, 0.120, 0.560], "relative_energy_kj_mol": 116.40, "total_charge": -1, "e_tot_ev": -8826.5858, "homo_lumo_gap_ha": 0.306, "lumo_ha": 0.1546}



{"formula": "C3H8NO2", "method": "the ωB97M-V functional and the def2-TZVPD basis", "elements": ["C", "C", "C", "N", "O", "O", "H", "H", "H", "H", "H", "H", "H", "H"], "positions_angstrom": [[1.07, -0.49, 0.13], [0.38, -0.11, 1.43], [-0.77, 0.64, -0.69], [0.02, -0.65, -0.93], [0.79, 0.91, 2.08], [-2.21, 0.54, -1.01], [1.89, 0.28, -0.24], [1.55, -1.46, 0.24], [-0.35, -0.91, 1.72], [-0.30, 1.49, -1.24], [0.63, -0.72, -1.87], [-0.68, -1.46, -0.75], [0.14, 1.28, 2.64], [-2.68, 1.27, -1.32]], "mulliken_charge": [-0.582, 0.031, -0.198, -0.223, -0.389, -0.488, 0.337, 0.390, 0.352, 0.272, 0.389, 0.385, 0.374, 0.352], "relative_energy_kj_mol": 559.97, "total_charge": 1, "e_tot_ev": -8814.1486, "homo_lumo_gap_ha": [0.333, 0.272], "lumo_ha": [-0.1477, -0.1724]}



{"formula": "C3H8NO2", "method": "the ωB97M-V functional and the def2-TZVPD basis", "elements": ["O", "C", "O", "H", "H", "C", "C", "N", "H", "H", "H", "H", "H", "H"], "positions_angstrom": [[0.91, 0.57, -0.30], [1.85, 0.65, -1.04], [1.87, 1.41, -2.12], [2.72, -0.01, -0.93], [2.75, 1.80, -2.24], [-1.14, -2.02, 1.24], [-2.35, 0.07, 1.24], [-1.29, -0.59, 1.02], [-0.83, -2.18, 2.28], [-0.35, -2.49, 0.67], [-2.10, -2.51, 1.21], [-3.18, -0.25, 1.86], [-2.47, 0.99, 0.68], [-0.47, -0.09, 0.67]], "mulliken_charge": [-0.587, 0.206, -0.396, 0.307, 0.375, -0.789, -0.147, 0.096, 0.365, 0.281, 0.339, 0.319, 0.291, 0.340], "relative_energy_kj_mol": 162.80, "total_charge": 1, "e_tot_ev": -8818.2651, "homo_lumo_gap_ha": 0.372, "lumo_ha": -0.1815}



{"formula": "C3H8NO3", "method": "the ωB97M-V functional and the def2-TZVPD basis", "elements": ["O", "C", "N", "C", "O", "C", "H", "H", "H", "H", "H", "H", "H", "H", "O"], "positions_angstrom": [[1.53, -1.50, -0.80], [0.77, -1.13, 0.09], [-0.41, -0.57, -0.19], [-0.78, 0.08, -1.53], [-1.47, 1.18, -1.26], [1.12, -1.43, 1.55], [-0.98, -0.16, 0.62], [-1.47, -0.73, -1.96], [0.17, 0.20, -2.11], [0.25, -1.48, 2.22], [1.61, -2.42, 1.57], [1.98, -0.74, 1.76], [-0.81, 2.37, -0.60], [-1.12, 3.19, 0.63], [-0.39, 3.14, 0.01]], "mulliken_charge": [-0.693, 0.628, -0.138, -0.375, -0.892, -0.938, 0.252, 0.211, 0.243, 0.313, 0.267, 0.208, 0.417, 0.253, -0.756], "relative_energy_kj_mol": 142.52, "total_charge": -1, "e_tot_ev": -10874.3105, "homo_lumo_gap_ha": 0.285, "lumo_ha": 0.1431}



{"formula": "C3H8NO3", "method": "the ωB97M-V functional and the def2-TZVPD basis", "elements": ["C", "C", "C", "O", "O", "N", "H", "H", "H", "H", "H", "H", "H", "H", "O"], "positions_angstrom": [[0.44, 0.56, -0.75], [-0.14, 0.24, 0.68], [-1.55, -0.37, 0.30], [-1.85, -1.50, 0.66], [-2.27, 0.51, -0.50], [1.75, 1.23, -0.91], [-0.33, 1.08, -1.31], [0.73, -0.46, -1.17], [-0.06, 1.10, 1.35], [0.46, -0.60, 1.04], [2.23, 0.49, -0.33], [1.71, 2.02, -0.25], [-1.71, -0.43, -0.94], [3.54, -0.68, 1.09], [2.70, -0.76, 0.64]], "mulliken_charge": [-1.100, -0.172, 0.459, -0.537, -0.463, -0.781, 0.532, 0.283, 0.371, 0.268, 0.579, 0.234, 0.281, 0.121, -1.076], "relative_energy_kj_mol": 535.31, "total_charge": -1, "e_tot_ev": -10870.2395, "homo_lumo_gap_ha": 0.244, "lumo_ha": 0.1234}



{"formula": "C3H8NO3", "method": "the ωB97M-V functional and the def2-TZVPD basis", "elements": ["C", "C", "C", "N", "O", "O", "O", "H", "H", "H", "H", "H", "H", "H", "H"], "positions_angstrom": [[-0.89, -0.62, -0.14], [0.44, -0.89, -0.92], [-0.37, 1.99, 0.21], [-0.69, 0.53, 0.79], [1.45, 0.02, -0.43], [-0.07, 2.72, 1.23], [-0.49, 2.12, -0.92], [-1.57, -0.32, -0.86], [-1.21, -1.52, 0.44], [0.77, -1.84, -0.67], [0.30, -0.78, -1.94], [-1.39, 0.32, 1.58], [0.19, 0.30, 1.15], [-0.01, 3.68, 1.19], [2.06, 0.19, -1.23]], "mulliken_charge": [-0.609, -0.376, 0.588, -0.340, -0.597, -0.402, -0.306, 0.329, 0.393, 0.341, 0.386, 0.445, 0.383, 0.421, 0.344], "relative_energy_kj_mol": 146.99, "total_charge": 1, "e_tot_ev": -10865.3776, "homo_lumo_gap_ha": 0.428, "lumo_ha": -0.1281, "smiles": "O=C(O)[NH2+]CCO"}



{"formula": "C3H8NO3", "method": "the ωB97M-V functional and the def2-TZVPD basis", "elements": ["C", "C", "C", "N", "O", "O", "O", "H", "H", "H", "H", "H", "H", "H", "H"], "positions_angstrom": [[1.63, -0.04, -0.15], [-0.76, -1.17, -0.24], [0.32, -0.46, 0.49], [-0.54, 1.65, 0.11], [2.50, 0.32, 0.59], [-0.78, -0.75, -1.57], [0.32, -0.48, 1.77], [1.69, -0.14, -1.24], [-1.72, -1.01, 0.27], [-0.53, -2.25, -0.15], [-1.03, 1.53, -0.77], [-1.17, 1.90, 0.86], [0.19, 2.34, 0.01], [-1.30, -1.35, -2.11], [1.17, -0.09, 2.13]], "mulliken_charge": [0.075, -0.501, 0.606, -0.642, -0.425, -0.497, -0.424, 0.419, 0.374, 0.414, 0.298, 0.272, 0.283, 0.334, 0.412], "relative_energy_kj_mol": 175.14, "total_charge": 1, "e_tot_ev": -10865.0858, "homo_lumo_gap_ha": 0.353, "lumo_ha": -0.2165}



{"formula": "C3H8NOP", "method": "the ωB97M-V functional and the def2-TZVPD basis", "elements": ["C", "C", "C", "N", "O", "P", "H", "H", "H", "H", "H", "H", "H", "H"], "positions_angstrom": [[-0.43, -0.72, -0.33], [1.89, 0.47, 0.10], [0.98, -0.84, 0.32], [-1.43, -0.06, 0.52], [-1.36, -1.61, 0.09], [-2.93, 0.80, 0.14], [-0.29, -0.42, -1.32], [1.49, 1.25, 0.71], [2.07, 0.87, -0.93], [2.90, 0.17, 0.51], [1.01, -1.27, 1.38], [1.32, -1.73, -0.36], [-2.76, 1.08, -1.29], [-2.48, 2.00, 0.47]], "mulliken_charge": [0.229, -0.992, -0.541, -0.281, -0.423, -0.004, 0.490, 0.325, 0.327, 0.266, 0.275, 0.243, 0.034, 0.052], "relative_energy_kj_mol": 388.74, "e_tot_ev": -16063.0250, "homo_lumo_gap_ha": 0.394, "lumo_ha": 0.0368, "smiles": "CC[C@H]1ON1P"}



{"formula": "C3H8NOP", "method": "the ωB97M-V functional and the def2-TZVPD basis", "elements": ["C", "C", "C", "N", "O", "P", "H", "H", "H", "H", "H", "H", "H", "H"], "positions_angstrom": [[-0.88, -0.36, 0.68], [-0.30, 0.31, 1.90], [1.07, 0.49, -0.61], [-0.17, -0.25, -0.48], [-1.92, -0.97, 0.68], [-0.89, -1.13, -1.80], [-0.25, 1.39, 1.75], [-0.95, 0.10, 2.75], [0.70, -0.06, 2.10], [1.88, 0.00, -0.05], [1.35, 0.53, -1.66], [0.95, 1.51, -0.24], [-0.93, -0.02, -2.67], [0.35, -1.52, -2.34]], "mulliken_charge": [0.786, -1.189, -0.901, 0.015, -0.607, -0.130, 0.321, 0.296, 0.315, 0.291, 0.393, 0.314, 0.050, 0.046], "relative_energy_kj_mol": 14.53, "e_tot_ev": -16066.9034, "homo_lumo_gap_ha": 0.368, "lumo_ha": 0.0291, "smiles": "CC(=O)N(C)P"}



{"formula": "C3H8NOPS2", "method": "the ωB97M-V functional and the def2-TZVPD basis", "elements": ["C", "C", "C", "N", "O", "P", "S", "S", "H", "H", "H", "H", "H", "H", "H", "H"], "positions_angstrom": [[-1.66, 1.10, 1.16], [-2.01, 0.20, -0.03], [2.41, -1.71, -1.08], [-0.27, 0.80, 1.43], [-0.95, 0.33, -0.96], [0.48, 0.38, -0.21], [1.77, 1.55, -1.07], [1.03, -1.63, 0.11], [-1.83, 2.15, 0.89], [-2.26, 0.84, 2.03], [-2.08, -0.84, 0.31], [-2.92, 0.49, -0.54], [3.33, -1.38, -0.59], [2.20, -1.08, -1.94], [2.50, -2.75, -1.38], [0.25, 1.56, 1.86]], "mulliken_charge": [-0.362, -0.461, -0.816, -0.491, -0.315, 0.541, -0.372, -0.108, 0.293, 0.316, 0.276, 0.297, 0.300, 0.289, 0.318, 0.295], "relative_energy_kj_mol": 0.00, "e_tot_ev": -37739.2494, "homo_lumo_gap_ha": 0.358, "lumo_ha": 0.0249, "smiles": "CS[P@]1(=S)NCCO1"}



{"formula": "C3H8NOS", "method": "the ωB97M-V functional and the def2-TZVPD basis", "elements": ["C", "C", "C", "N", "O", "S", "H", "H", "H", "H", "H", "H", "H", "H"], "positions_angstrom": [[0.09, 1.67, -0.06], [-0.98, 1.03, -0.60], [1.80, -0.96, -0.56], [1.23, -1.42, 0.53], [-1.63, 0.35, 0.32], [-2.99, -0.73, 0.13], [0.72, 2.38, -0.56], [0.52, 1.57, 0.92], [-1.39, 1.19, -1.59], [1.27, -0.98, -1.49], [2.59, -0.33, -0.16], [1.92, -1.52, 1.34], [0.42, -2.06, 0.52], [-3.57, -0.18, 1.27]], "mulliken_charge": [-0.916, 0.128, -0.249, -0.168, -0.320, -0.061, 0.328, 0.310, 0.417, 0.385, 0.327, 0.321, 0.290, 0.207], "relative_energy_kj_mol": 341.97, "total_charge": 1, "e_tot_ev": -17602.8878, "homo_lumo_gap_ha": 0.240, "lumo_ha": -0.2116}